Density functional theory data (the ωB97M-V functional and the def2-TZVPD basis) for C10H21INO2P2SeW as an isolated structure.

XYZ file:
```
39
Properties=species:S:1:pos:R:3:mulliken_spin:R:1
I -3.10 0.22 -3.25 0.577
H -2.70 3.42 0.19 0.000
H 0.52 3.36 -0.64 0.005
O -1.79 -1.58 1.85 0.136
C 1.02 -3.40 -0.02 0.007
P 0.71 -1.87 -1.00 -0.066
P -0.84 1.93 0.73 -0.066
H -1.36 -2.78 -1.88 0.000
H -1.68 3.17 2.66 0.000
H -0.17 4.24 0.77 0.000
H -6.79 -0.53 -4.90 0.001
H 0.04 -3.28 -2.87 0.000
H 3.08 -1.35 -1.07 -0.002
C -0.41 -2.44 -2.32 0.001
H 2.21 -0.79 -2.53 0.005
C -5.17 -0.51 -3.51 -0.093
H -0.34 2.08 3.12 -0.002
N 2.23 0.29 1.36 -0.029
H 0.10 -3.68 0.51 0.002
C -5.76 -0.14 -4.84 0.056
C 2.32 -1.61 -1.81 0.001
O -5.68 -1.12 -2.61 0.451
H 2.60 -2.54 -2.33 0.000
H 1.32 -4.21 -0.70 0.000
W 0.52 0.00 0.46 0.883
H -2.25 2.35 -1.19 0.000
H 1.24 3.16 0.99 -0.002
C 0.31 3.31 0.43 0.001
C 3.27 0.44 1.96 -0.005
H -5.76 0.95 -4.94 0.000
C -0.88 -0.99 1.37 0.029
H -0.62 -1.61 -3.00 0.000
C -2.39 2.40 -0.11 0.001
H -1.97 1.39 2.83 0.002
H 1.82 -3.22 0.70 -0.002
C -1.25 2.17 2.51 0.007
H -5.14 -0.56 -5.63 0.001
H -3.19 1.70 0.17 0.000
Se 4.79 0.68 2.78 0.099
```

## Properties
- Electronic energy: -110114.2875 eV
- Net charge: +3
- Highest occupied orbital energy (spin up / spin down): -17.4 / -17.5 eV
- Gap between HOMO and LUMO (spin up / spin down): 5.7844 / 3.0617 eV
- 2S+1: 3